C32H74F6NO32S2Tl | wB97M-V/def2-TZVPD

XYZ file:
```
148
C32H74F6NO32S2Tl, DFT wB97M-V/def2-TZVPD
Tl 0.013 -4.720 2.376
C 1.362 -0.156 0.100
C 0.633 0.847 -0.606
C -0.841 0.683 -0.760
O -1.533 1.481 -1.282
C -1.432 -0.578 -0.417
C -0.695 -1.625 0.281
C 0.746 -1.301 0.714
O 1.325 -2.016 1.518
O -1.159 -2.712 0.547
O 1.260 1.686 -1.198
H 2.431 -0.018 0.220
H -2.503 -0.696 -0.595
C -4.522 1.192 1.032
F -5.338 1.336 2.051
F -3.542 2.073 1.122
F -4.000 -0.066 1.150
S -5.396 1.288 -0.631
O -4.520 0.677 -1.608
O -6.678 0.679 -0.506
N -5.400 2.857 -1.116
S -6.485 3.687 -0.290
O -6.962 3.107 0.933
O -6.077 5.054 -0.123
C -7.964 3.701 -1.432
F -8.053 2.578 -2.146
F -9.083 3.844 -0.700
F -7.897 4.726 -2.270
C 4.755 -1.997 -0.880
C 4.574 -3.439 -0.495
O 5.000 -3.592 0.882
O 6.133 -1.619 -0.940
H 4.243 -1.316 -0.192
H 4.264 -1.841 -1.857
H 5.090 -4.219 -1.064
H 3.500 -3.641 -0.575
H 5.934 -3.354 0.894
H 6.130 -0.656 -0.949
C -0.739 1.135 -5.464
C -1.529 0.162 -4.632
O -2.866 0.550 -4.500
O -1.030 2.466 -5.093
H -1.033 1.062 -6.524
H 0.321 0.848 -5.420
H -1.002 0.242 -3.652
H -1.386 -0.879 -4.935
H -3.389 -0.242 -4.352
H -0.514 3.068 -5.633
C 3.540 3.260 -5.245
C 2.602 2.504 -4.329
O 3.344 1.953 -3.237
O 4.383 4.181 -4.596
H 2.932 3.765 -6.003
H 4.116 2.499 -5.791
H 2.176 1.694 -4.933
H 1.815 3.142 -3.919
H 2.794 1.999 -2.451
H 5.257 3.814 -4.463
C 1.358 -1.714 6.393
C 1.871 -2.093 5.035
O 1.700 -3.481 4.743
O -0.095 -1.750 6.384
H 1.644 -0.673 6.594
H 1.734 -2.335 7.212
H 2.935 -1.871 5.026
H 1.322 -1.544 4.278
H 2.226 -3.951 5.399
H -0.381 -1.247 7.153
C -3.278 -3.741 3.788
C -2.576 -2.476 4.156
O -1.173 -2.728 4.012
O -2.807 -4.306 2.575
H -4.369 -3.634 3.793
H -3.074 -4.487 4.566
H -2.807 -2.172 5.178
H -2.891 -1.676 3.470
H -0.682 -2.181 4.641
H -3.387 -4.049 1.834
C -4.807 -2.832 -0.557
C -4.326 -3.559 -1.794
O -2.892 -3.732 -1.788
O -4.679 -3.627 0.626
H -5.827 -2.458 -0.692
H -4.245 -1.890 -0.479
H -4.607 -2.919 -2.639
H -4.757 -4.554 -1.889
H -2.480 -3.183 -1.114
H -5.502 -3.503 1.108
C 0.972 -5.673 -1.137
C 1.675 -6.731 -0.339
O 0.840 -7.106 0.776
O 0.963 -4.486 -0.367
H -0.030 -6.000 -1.433
H 1.556 -5.527 -2.057
H 2.635 -6.343 0.016
H 1.851 -7.635 -0.928
H 1.084 -7.991 1.060
H 0.750 -3.719 -0.928
C 4.695 1.518 3.067
C 4.111 0.726 1.920
O 3.741 -0.608 2.311
O 4.270 2.892 2.992
H 5.784 1.527 3.078
H 4.387 1.116 4.039
H 4.833 0.646 1.086
H 3.264 1.234 1.436
H 2.887 -0.852 1.939
H 3.309 2.832 2.888
C 2.486 4.929 2.026
C 2.807 3.772 1.121
O 2.638 4.252 -0.216
O 1.091 5.175 2.002
H 3.084 5.804 1.749
H 2.797 4.668 3.043
H 2.130 2.926 1.312
H 3.829 3.411 1.305
H 2.311 3.555 -0.793
H 0.893 5.187 1.053
C 1.580 -1.566 -3.082
C 2.358 -1.970 -4.313
O 1.516 -1.995 -5.470
O 0.864 -2.667 -2.462
H 0.939 -0.703 -3.264
H 2.368 -1.312 -2.365
H 2.810 -2.960 -4.213
H 3.166 -1.248 -4.439
H 1.146 -2.880 -5.538
H 0.218 -2.938 -3.133
C -0.617 5.085 -1.208
C -1.381 4.611 0.012
O -2.750 4.476 -0.339
O -0.524 4.084 -2.195
H 0.375 5.458 -0.909
H -1.158 5.946 -1.595
H -1.333 5.380 0.803
H -0.968 3.698 0.482
H -3.284 4.543 0.458
H 0.046 3.420 -1.791
C 0.122 1.790 2.929
C -1.019 2.661 2.454
O -1.475 3.546 3.461
O 1.285 2.548 3.248
H 0.345 1.055 2.145
H -0.200 1.212 3.805
H -1.880 2.049 2.171
H -0.727 3.211 1.549
H -0.860 4.267 3.620
H 1.144 2.907 4.131
```

Values from the calculation:
DFT total energy	-5293.71452	Eh
LUMO energy	-5.65	eV
orbital gap	3.33	eV
energy above the lowest of the compared OMol25 structures with the same formula, charge and spin	0.0	kcal/mol

Atomic partial charges in e from the Mulliken method, atoms 1 to 4:
1 Tl 0.9794
2 C -0.2125
3 C -0.4372
4 C -0.3934